Here is a structure of composition C19H44ClNP2STi in a non-equilibrium geometry from the Open Molecules 2025 dataset. Energies are from the ωB97M-V functional and the def2-TZVPD basis.

The gap between HOMO and LUMO (spin up / spin down) comes out at 5.8242 / 5.9119 eV. The HOMO energy (spin up / spin down) is -0.119 / -0.123 hartree. The LUMO energy (spin up / spin down) comes out at 2.577 / 2.576 eV. Its net charge is -1. As for the spin multiplicity: 2. The calculated total energy comes out at -3195.6299 a.u.

Each line ends with the Mulliken spin population.
CARTESIAN COORDINATES (ANGSTROEM)
Ti 0.3653 0.7912 0.4230  1.028
Cl -0.5014 1.8720 -1.3833  0.003
S 0.4352 -0.7824 2.3560  -0.008
P 2.5773 1.8538 0.6428  -0.046
P -3.5254 -1.9748 -1.1018  -0.001
N 1.4793 -3.0648 1.0063  0.002
C 1.0608 -2.1136 1.5727  0.015
C 3.1001 1.4861 3.3543  0.044
C 4.4120 0.0299 1.7818  0.013
C 3.7818 1.4164 1.9803  -0.021
C -1.7228 -1.6464 -3.1703  -0.002
C 2.1873 3.6691 0.7818  -0.010
C -3.7358 -0.1719 1.0437  -0.011
C -4.2911 -0.5220 -0.3481  0.003
C -3.2260 -1.7186 -2.8573  0.001
C 4.7556 2.4707 -1.0223  0.000
C -1.7373 -4.1195 -0.7863  0.001
C 3.5971 0.2416 -1.4403  0.027
C -5.8201 -0.7060 -0.3802  0.000
C 3.2627 4.4762 1.5278  -0.004
C -3.9817 -2.7497 -3.7154  0.000
C -3.0390 -3.4986 -0.2499  0.000
C -2.9984 -3.3729 1.2821  0.001
C 3.4307 1.6998 -0.9949  0.009
C 0.7990 3.8936 1.3957  0.026
H 0.6118 -0.4990 -0.5193  -0.052
H 0.6761 4.9661 1.5986  0.003
H -0.8651 -3.4930 -0.5479  -0.001
H -3.9229 -2.9507 1.6916  0.000
H -1.2047 -2.5771 -2.9196  0.000
H 2.1696 4.0084 -0.2722  0.004
H 2.9387 5.5251 1.5774  0.000
H -3.8527 -2.4903 -4.7747  0.000
H -1.2471 -0.8239 -2.6223  0.002
H -1.7750 -4.3068 -1.8666  0.000
H 3.7095 0.2291 -2.5337  0.005
H -3.8735 -4.1779 -0.5105  0.000
H 4.6048 3.5537 -0.9321  0.000
H 2.7285 -0.3861 -1.1943  -0.010
H 0.6726 3.3480 2.3438  0.007
H -4.0105 0.3040 -1.0330  0.000
H 5.1202 -0.0020 0.9461  0.001
H -6.3047 0.0577 0.2400  0.000
H -0.0072 3.5858 0.7143  -0.004
H 2.3293 0.7065 3.4427  -0.010
H -0.7704 1.4004 1.4040  -0.036
H -3.5952 -3.7638 -3.5542  0.000
H -1.6052 -1.4669 -4.2452  0.000
H -5.0548 -2.7411 -3.4868  0.000
H 5.2546 2.2859 -1.9831  0.000
H 5.4363 2.1387 -0.2271  0.000
H 3.6463 -0.7468 1.6328  -0.001
H -4.2635 -0.7154 1.8393  0.000
H 3.3943 4.1210 2.5566  0.001
H 4.9816 -0.2272 2.6863  0.000
H 4.4958 -0.2093 -1.0028  0.002
H 3.8622 1.3112 4.1270  0.001
H 4.5753 2.1823 1.9183  -0.004
H -2.1446 -2.7636 1.6112  0.000
H 2.7182 2.1960 -1.6824  0.017
H -2.8709 -4.3797 1.6963  0.000
H -2.6557 -0.3670 1.1242  0.005
H -6.2081 -0.6076 -1.4024  0.000
H 4.2340 4.4578 1.0208  0.000
H -6.1029 -1.6972 -0.0028  0.000
H -3.6594 -0.7191 -3.0655  0.000
H -3.8730 0.9034 1.2179  0.000
H 2.6393 2.4554 3.5749  -0.005
H -1.5973 -5.0845 -0.2836  0.000

Here is a structure of composition C18H38AsF6N3O10S3 in a non-equilibrium geometry from the Open Molecules 2025 dataset. Energies are from the ωB97M-V functional and the def2-TZVPD basis.

The energy relative to the best compared isomer or geometry (same formula, charge and spin) comes out at 0.00 kJ/mol. The gap between HOMO and LUMO comes out at 5.0458 eV. The HOMO energy is -0.244 hartree. The LUMO energy comes out at -1.602 eV. As for the spin multiplicity: 1. The calculated total energy comes out at -5654.8434 a.u.

Each line ends with the Mulliken charge.
CARTESIAN COORDINATES (ANGSTROEM)
As 0.6829 1.4409 -0.3416  1.987
S 3.6759 3.0630 3.9551  1.084
S -4.3689 1.3414 -0.0301  1.236
S -3.8800 0.5129 -5.6337  1.132
F 1.0982 1.1908 -2.0389  -0.561
F 0.9542 3.1488 -0.5021  -0.502
F 0.6549 -0.3262 -0.0506  -0.317
F -0.9835 1.5133 -0.8171  -0.423
F 0.2751 1.6991 1.3348  -0.496
F 2.3916 1.3302 0.0059  -0.505
O 4.9176 3.7223 3.6838  -0.677
O -5.1337 1.1765 -1.2481  -0.687
O -3.7666 2.6274 0.1771  -0.658
O -4.7836 -0.5419 -5.2200  -0.647
O 4.2962 -7.1850 0.6414  -0.665
O 2.7516 -2.0872 -0.3905  -0.733
O -4.0124 1.1502 -6.9249  -0.655
O 3.5855 1.6162 3.8537  -0.813
O 3.1988 -6.4101 -1.8013  -0.651
O 3.7051 -2.9635 2.1952  -0.889
N -0.1418 -2.7684 0.1651  -0.288
N 2.4706 -1.1058 -2.8391  -0.217
N 2.7336 -0.3709 2.1776  -0.010
C -1.6499 0.7173 -4.1088  0.149
C 4.0320 -5.9924 0.3937  0.486
C -2.0942 0.0331 -5.4105  -0.903
C 2.9956 3.6546 5.5570  -0.758
C 3.0795 -3.2967 -0.1103  0.620
C 3.3288 -5.6105 -0.8738  -0.013
C 1.4765 3.7829 5.4387  -0.643
C -3.8493 1.7254 -4.2543  -0.518
C 3.7760 -3.7572 1.2156  0.506
C -4.0501 -1.2684 0.2231  -0.705
C -5.4621 0.5994 1.2865  -0.743
C 4.3230 -5.0489 1.3857  -0.966
C -3.2061 -0.0388 -0.1568  0.212
C -2.3739 2.0744 -4.0373  -0.710
C 2.2548 3.8018 3.0560  -0.536
C 2.9415 -4.2841 -1.0828  -0.410
C -4.8482 -0.7707 1.4652  -0.688
C 1.0687 3.5629 3.9654  -0.360
H -1.9888 0.1187 -3.2595  -0.287
H 1.7067 -1.6772 -3.2043  0.373
H 0.7360 2.5241 3.9702  0.075
H 2.3616 -0.0915 -2.8002  0.304
H 1.0503 2.9866 6.0430  0.288
H -0.9468 -2.1428 0.2738  0.142
H 0.7086 -2.5541 0.6976  0.154
H -2.7974 -0.2162 -1.1452  -0.191
H 2.8846 -0.2992 1.1661  0.058
H -4.0779 -0.7366 2.2415  0.235
H 3.4787 3.0811 6.3508  0.520
H -5.6948 -1.3871 1.7699  0.414
H -1.9921 2.5519 -4.9446  0.417
H 3.1843 -1.3976 -3.5173  0.432
H 3.3387 -1.1695 2.4832  0.529
H -6.4384 0.4574 0.8297  0.340
H -4.5589 2.4978 -4.5348  0.498
H 2.5533 4.8448 2.9434  0.367
H 0.2588 4.1868 3.5923  0.534
H 2.7010 -1.5740 -1.8848  0.156
H 1.1838 4.7798 5.7602  0.264
H 0.0485 -2.8444 -0.8351  0.345
H -1.6363 0.5465 -6.2544  0.366
H 1.7859 -0.6329 2.4283  0.328
H 4.7397 -5.3413 2.3321  0.443
H 2.5063 -3.9995 -2.0386  0.264
H -0.5762 0.7540 -4.2882  0.263
H -2.1574 2.5748 -3.0998  0.294
H -2.4396 0.0227 0.6203  0.170
H -3.4360 -2.1275 0.5005  0.280
H 3.4948 4.6113 5.7322  0.348
H -5.4883 1.3042 2.1110  0.384
H 2.9425 0.5092 2.6895  0.231
H -4.2272 1.0802 -3.4626  0.142
H -2.1989 -1.0427 -5.5280  0.446
H -4.6751 -1.5851 -0.6118  0.414
H 2.1451 3.3790 2.0580  0.137
H -0.5431 -3.6499 0.5117  0.461

Here is a structure of composition C27H46Cl3O2PSc in a non-equilibrium geometry from the Open Molecules 2025 dataset. Energies are from the ωB97M-V functional and the def2-TZVPD basis.

The energy relative to the best compared isomer or geometry (same formula, charge and spin) comes out at 456.21 kJ/mol. The gap between HOMO and LUMO comes out at 5.4210 eV. The HOMO energy is -0.113 hartree. The LUMO energy comes out at 2.348 eV. Its net charge is -1. As for the spin multiplicity: 1. The calculated total energy comes out at -3689.5465 a.u.

Each line ends with the Mulliken charge.
CARTESIAN COORDINATES (ANGSTROEM)
Sc -0.5664 0.6273 3.1240  -0.332
Cl 3.2058 -0.5836 3.9279  -0.162
Cl 2.8472 2.1452 5.0249  -0.168
Cl -2.6731 0.7385 1.8781  -0.515
P -0.2115 0.3419 -0.5698  0.578
O 3.2356 1.9317 1.4488  -0.609
O 1.3048 1.3939 2.4598  -0.024
C -2.2115 0.1366 -2.6984  -0.394
C 2.5924 1.5459 2.3838  0.160
C -0.1764 2.1106 -1.2161  -0.328
C -1.5410 -3.5834 3.6011  -0.611
C 0.4910 3.0181 -0.1672  -0.157
C -1.7779 -1.3349 4.7148  -0.629
C -1.8508 -2.8741 4.9325  -0.900
C 0.2273 -1.8237 3.1133  -0.081
C -0.2289 -3.2032 2.8666  -0.660
C 3.6749 -0.9383 -1.5160  -0.762
C -3.5800 -0.4226 -3.1053  -1.051
C -0.3781 -1.0833 4.0798  0.693
C 1.0663 -0.8903 -2.9375  -0.155
C -3.6656 -1.9486 -2.9912  -0.681
C 1.1777 -0.6055 -1.4411  0.065
C 0.9037 4.7620 -1.9912  -0.741
C -1.8131 -1.9061 -1.2272  -0.231
C -1.7998 -0.3705 -1.3157  0.495
C -0.9252 2.0083 4.4403  -0.588
C 3.4110 1.1696 3.6564  0.051
C 0.2684 3.8103 -3.0095  -1.077
C 2.1871 -1.8369 -3.3878  -1.016
C 0.4148 2.3395 -2.6051  -0.531
C 2.5435 0.0176 -1.1184  0.011
C 3.5853 -1.3495 -2.9874  -0.740
C 0.4233 4.4981 -0.5644  -1.133
C -3.1754 -2.4796 -1.6392  -0.807
H 1.1423 0.0511 -3.4985  0.072
H 0.7182 3.9604 -3.9985  0.381
H -2.3875 -3.4110 2.9370  0.285
H 1.1211 -1.5769 -0.9120  0.524
H -1.0333 -2.3273 -1.8788  0.230
H -3.9084 -2.2207 -0.8632  0.337
H 0.0392 1.7859 5.1018  0.031
H 4.3171 -2.1390 -3.1930  0.411
H 1.5355 2.7122 0.0101  0.100
H 1.0128 5.0832 0.1501  0.414
H 0.9440 -1.2942 2.4025  0.426
H 0.6262 -3.7556 3.2882  0.280
H -0.0792 1.7106 -3.3587  0.112
H -1.8149 1.4536 5.1226  0.067
H -2.2570 1.2338 -2.7145  0.243
H -2.5259 0.0089 -0.5707  0.297
H -2.8146 -3.1718 5.3711  0.387
H -1.4635 -0.1629 -3.4475  0.067
H -0.0184 2.8911 0.7967  0.330
H -0.3099 -3.2770 1.7758  0.091
H -1.9269 -0.7721 5.6576  0.389
H -1.5769 -2.2199 -0.1993  -0.494
H -0.6208 4.8238 -0.4675  0.386
H 1.9958 4.6533 -2.0269  0.305
H 0.6751 5.7975 -2.2666  0.427
H -0.8019 4.0395 -3.1003  0.364
H -3.0719 -2.4045 -3.7948  0.296
H 1.4796 2.0694 -2.6029  0.091
H 0.0974 -1.3371 -3.1905  0.001
H -3.1125 -3.5734 -1.6707  0.373
H 3.8603 -0.4916 -3.6154  0.316
H 2.6303 0.2790 -0.0545  -0.668
H -2.5988 -0.9795 4.0534  0.271
H -3.8048 -0.1102 -4.1323  0.392
H 2.1316 -1.9689 -4.4757  0.392
H -1.0711 -3.1092 5.6674  0.341
H -4.7033 -2.2635 -3.1512  0.352
H 3.6101 -1.8308 -0.8798  0.313
H -1.2499 2.3756 -1.2386  0.890
H -1.4501 -4.6455 3.7977  0.363
H 2.6643 0.9632 -1.6679  0.167
H 4.4683 1.3785 3.4819  0.391
H -4.3409 0.0314 -2.4560  0.397
H 4.6377 -0.4577 -1.3085  0.400
H 2.0091 -2.8221 -2.9348  0.375
H 0.2413 -0.3408 4.8918  0.112

Here is a cluster of 8 separate species, C32H51N7O3 in total in a non-equilibrium geometry from the Open Molecules 2025 dataset. Energies are from the ωB97M-V functional and the def2-TZVPD basis.

The energy relative to the best compared isomer or geometry (same formula, charge and spin) comes out at 0.00 kJ/mol. The gap between HOMO and LUMO comes out at 9.5693 eV. The HOMO energy is -0.341 hartree. The SMILES is O=C1OCCO1.c1ccncc1.CCCC#N.CCCC#N.CCCC#N.CCCC#N.CCCC#N.CCCC#N. The LUMO energy comes out at 0.290 eV. As for the spin multiplicity: 1. The calculated total energy comes out at -1858.8841 a.u.

Each line ends with the Mulliken charge.
CARTESIAN COORDINATES (ANGSTROEM)
O 6.9194 -4.5826 11.3154  -0.319
O 5.9323 -3.2053 9.8549  -0.469
O 6.8219 -5.1630 9.1819  -0.158
N 10.7076 -8.0538 10.2670  -0.522
N 7.7493 0.9588 6.6545  -0.472
N 9.6635 -4.3544 4.7995  -0.590
N 4.5464 -8.4491 10.3016  -0.371
N 8.9876 -6.9000 15.7859  -0.488
N 4.3139 -3.1054 13.7554  -0.617
N 3.1034 -7.0417 7.8179  -0.528
C 3.3726 -11.4358 11.6406  -0.408
C 4.9251 0.1560 12.5236  -0.612
C 12.0747 -8.0934 13.5649  -0.657
C 2.8403 -6.2060 8.5515  0.148
C 8.5994 -5.1438 4.9086  -0.226
C 8.2702 -6.0893 15.4078  0.083
C 9.6355 -3.1956 5.4507  -0.416
C 5.6347 -1.1981 12.5703  0.207
C 7.1902 -3.8206 15.8245  -0.213
C 8.5611 -2.7670 6.1972  -0.277
C 7.4162 -4.1058 17.3098  -1.486
C 4.3838 0.2463 6.7668  -0.657
C 3.9209 -10.1134 12.2154  -0.371
C 7.4808 -4.8160 5.6535  -0.636
C 10.8190 -7.8588 11.3970  0.326
C 13.4138 -7.5613 13.0803  -1.196
C 10.8825 -7.5334 12.8272  -0.117
C 0.1094 -4.4437 8.7686  -1.324
C 1.5721 -4.0987 8.9562  -0.108
C 4.6729 -1.1508 7.3380  -0.503
C 4.1158 -11.9405 10.4145  -1.124
C 3.4073 0.0573 12.3165  -1.006
C 2.4174 -5.2155 9.5487  0.262
C 7.5035 -5.8894 11.2931  0.147
C 4.8716 -2.2268 13.2676  0.273
C 6.4557 -4.2547 10.0845  0.343
C 7.3683 -5.0612 14.9330  0.342
C 7.4622 -3.5890 6.3038  0.343
C 4.2979 -9.1952 11.1345  0.151
C 7.3113 -6.3435 9.8244  -0.232
C 5.3541 0.6946 5.6584  -0.467
C 6.7097 0.8347 6.2000  0.308
H 3.7558 -11.4618 9.5043  0.330
H 3.1847 -9.5503 12.7868  0.294
H 7.8588 -3.0322 15.4804  0.296
H 14.2516 -7.9871 13.6245  0.356
H 4.4886 0.9409 7.6075  0.301
H 5.0248 1.6896 5.3492  0.315
H 8.2117 -6.6308 9.2923  0.296
H 5.7420 -1.3687 7.3568  0.006
H 5.1531 0.7563 13.4085  0.320
H 5.1923 -11.7496 10.4403  0.308
H 6.6397 -5.4942 5.7213  0.438
H 1.9031 -5.7783 10.3318  0.363
H 4.3493 -1.2428 8.3708  0.183
H 7.8411 -4.7108 13.9999  -0.136
H 10.8288 -6.4409 12.8822  0.248
H 7.3349 -3.1592 17.8501  0.423
H 5.8984 -1.5316 11.5650  -0.090
H 3.9843 -13.0168 10.3028  0.335
H 11.9634 -7.8565 14.6250  0.335
H 6.5920 -3.3356 6.8921  0.208
H 8.5477 -5.8125 11.5916  -0.061
H 6.1759 -3.4552 15.6782  0.067
H 6.6010 -7.1669 9.8824  0.043
H 3.2081 -0.6684 11.5255  0.147
H 10.5724 -2.6512 5.3972  0.373
H 6.6106 -1.1162 13.0607  0.370
H 8.5438 -1.8163 6.7168  0.372
H 3.3244 -4.8150 10.0029  -0.232
H 3.0478 1.0206 11.9576  0.373
H 4.2318 -1.9247 6.7067  0.346
H 5.3598 0.0359 4.7929  0.301
H 6.4412 -5.4768 14.5368  0.405
H 6.6766 -4.8077 17.6913  0.343
H 2.0045 -3.8028 7.9989  0.229
H 8.6679 -6.1048 4.4072  0.360
H 8.4142 -4.4872 17.5230  0.390
H 12.0882 -9.1828 13.4917  0.340
H 9.9758 -7.9016 13.3132  0.254
H 2.9021 -0.2242 13.2348  0.354
H -0.2457 -5.0679 9.5979  0.304
H 2.3371 -11.2464 11.3325  0.241
H 13.4989 -7.6826 11.9969  0.347
H 1.7076 -3.2102 9.5754  0.180
H 5.3555 0.7453 11.7099  0.351
H 3.3510 0.3673 6.4404  0.383
H 3.2678 -12.1929 12.4161  0.349
H 4.8249 -10.3170 12.7901  0.266
H -0.5142 -3.5506 8.8024  0.393
H -0.0882 -5.0146 7.8633  0.322
H 13.4912 -6.4762 13.2316  0.306
H 6.9373 -6.5314 11.9636  0.296

> The highest calculated total energy belongs to which entry?

C32H51N7O3

> The lowest calculated total energy belongs to which entry?

C18H38AsF6N3O10S3

> Among the records above, which one has the highest calculated total energy?

C32H51N7O3

> Among the records above, which one has the lowest calculated total energy?

C18H38AsF6N3O10S3